Formula: C11H10N5O2RhS
Source: OMol25
Level of theory: ωB97M-V with the def2-TZVPD basis set

Each line ends with the Löwdin spin population.
Cartesian coordinates (Å):
Rh (0.77852, 1.22729, 0.53589)  1.53
N (-0.05425, -2.38875, -1.24630)  0.13
C (-1.36848, -2.17325, -0.95035)  0.13
C (-2.49621, -2.93411, -1.19283)  0.01
C (-3.73433, -2.42111, -0.75131)  0.25
C (-3.82353, -1.19154, -0.09350)  0.08
C (-2.69420, -0.41166, 0.15874)  0.08
C (-1.44434, -0.89895, -0.27092)  0.17
N (-0.20882, -0.38094, -0.17090)  0.24
C (0.67071, -1.30996, -0.78091)  0.30
C (2.01040, -0.99475, -0.80183)  0.10
C (3.15129, -1.65857, -1.30900)  0.34
S (4.55424, -0.74326, -1.02374)  0.10
C (3.62340, 0.46800, -0.25844)  0.05
N (2.33132, 0.24173, -0.19746)  0.07
H (0.32402, -3.19359, -1.72139)  0.00
H (-2.43636, -3.88436, -1.69994)  0.00
H (-4.62859, -3.00056, -0.93105)  0.01
H (-4.79153, -0.83705, 0.22725)  0.00
H (-2.75586, 0.53941, 0.66654)  0.00
H (3.17793, -2.60384, -1.80888)  0.02
H (4.10038, 1.34748, 0.13684)  0.00
N (1.79460, 2.97712, 1.31302)  0.00
N (0.77361, 3.77884, 1.87588)  0.00
C (-0.54598, 3.34119, 1.82974)  0.02
O (-1.42936, 3.99670, 2.29672)  0.07
O (-0.64526, 2.17452, 1.23117)  0.29
H (2.49007, 2.74856, 2.04236)  0.00
H (2.28678, 3.51557, 0.58111)  0.00
H (0.98985, 4.66985, 2.31349)  0.00

Values from the calculation:
* molecular weight: 379.21 g mol⁻¹
* multiplicity: 5
* HOMO level (spin up / spin down): -12.75 / -15.64 eV
* E_LUMO (spin up / spin down): -0.27868 / -0.38659 hartree
* largest force on an atom: 0.0575 Eh/bohr
* ΔE to the lowest compared entry with this formula, charge and spin: 1.177 eV
* total energy: -1357.4717 Eh
* net charge: +2
* ⟨S²⟩: 6.039

Formula: C5H7Br
Source: OMol25
Level of theory: ωB97M-V with the def2-TZVPD basis set

Each line ends with the Löwdin spin population.
Cartesian coordinates (Å):
C (-0.65419, 0.36077, 1.45158)  0.36
C (-1.44052, 0.09163, 0.45291)  0.49
C (0.00138, -0.04870, 0.07105)  0.13
C (0.68217, -1.37020, -0.05932)  0.04
C (0.58886, 1.10577, -0.72938)  0.04
Br (-3.43475, 0.02007, -0.23687)  0.91
H (-0.48514, 0.85298, 2.42833)  0.02
H (0.21307, -2.24676, 0.52394)  0.00
H (1.79822, -1.17320, 0.30467)  0.01
H (0.67588, -1.83295, -1.05152)  0.00
H (-0.21942, 1.86701, -1.03590)  0.00
H (0.86383, 0.75887, -1.81661)  0.01
H (1.41059, 1.61472, -0.30288)  0.00

Values from the calculation:
* molecular weight: 147.02 g mol⁻¹
* multiplicity: 3
* HOMO level (spin up / spin down): -5.78 / -9.61 eV
* E_LUMO (spin up / spin down): 0.03153 / -0.13256 hartree
* largest force on an atom: 0.0773 Eh/bohr
* ΔE to the lowest compared entry with this formula, charge and spin: 2.267 eV
* total energy: -2768.4537 Eh
* ⟨S²⟩: 2.013

Formula: C22H26IN4O2
Source: OMol25
Level of theory: ωB97M-V with the def2-TZVPD basis set

Each line ends with the Löwdin charge.
Cartesian coordinates (Å):
C (3.37598, -3.94919, 1.83174)  -0.11
C (4.18933, -2.95350, 2.66609)  -0.23
C (4.74259, -1.76113, 1.84521)  -0.21
N (4.20074, -0.46249, 2.24754)  0.02
C (2.92781, -0.13715, 1.77395)  -0.32
C (2.07467, 0.60872, 2.63154)  -0.07
N (0.90095, 1.02660, 2.29836)  0.16
C (0.51536, 0.73474, 1.01449)  -0.14
C (-0.74639, 1.18183, 0.53887)  -0.07
C (-1.67348, 2.01808, 1.35098)  -0.24
C (-3.03314, 1.74113, 1.32375)  -0.01
C (-3.95316, 2.50693, 2.01018)  -0.04
C (-3.43081, 3.55320, 2.75508)  -0.07
C (-2.05911, 3.75742, 2.74832)  -0.17
N (-1.17250, 3.03837, 2.06809)  0.10
C (-1.14208, 0.83865, -0.73745)  0.02
C (-0.32853, 0.08698, -1.60501)  -0.22
C (-0.88427, -0.17235, -2.98187)  -0.19
C (-0.17959, 0.43028, -4.21791)  -0.77
C (-1.18177, 0.78711, -5.30435)  -0.19
I (1.01383, 2.17787, -3.81157)  0.85
C (0.90219, -0.36337, -1.14757)  -0.13
C (1.80015, -1.22370, -1.99720)  -0.11
C (1.43566, -2.67698, -1.88753)  -0.25
O (1.96996, -3.42688, -1.12949)  0.06
C (1.33604, -0.03440, 0.16339)  -0.13
N (2.56704, -0.47876, 0.57724)  0.20
H (3.36740, -4.93130, 2.29056)  0.06
H (3.80062, -4.01291, 0.83804)  0.06
H (2.36398, -3.57933, 1.71717)  0.07
H (3.60032, -2.54420, 3.48524)  0.10
H (5.03433, -3.47960, 3.10302)  0.09
H (5.81369, -1.71713, 2.03445)  0.10
H (4.62557, -1.92695, 0.78309)  0.10
H (4.18868, -0.42221, 3.25746)  0.11
H (2.42511, 0.83312, 3.63383)  0.11
H (-3.40129, 0.90958, 0.74115)  0.11
H (-5.00955, 2.27035, 1.97099)  0.08
H (-4.07612, 4.18937, 3.33802)  0.09
H (-1.66310, 4.57541, 3.34051)  0.09
H (-2.08927, 1.17989, -1.12348)  0.12
H (-1.89620, 0.22290, -2.99136)  0.11
H (-0.97714, -1.24184, -3.16229)  0.12
H (0.49290, -0.30619, -4.63797)  0.06
H (-1.79058, 1.64121, -5.03862)  0.07
H (-0.64323, 0.97714, -6.22661)  0.06
H (-1.80609, -0.08799, -5.47967)  0.08
H (2.83510, -1.15139, -1.68787)  0.11
H (1.75469, -0.94434, -3.04281)  0.09
H (0.64428, -3.08258, -2.54203)  0.12
C (-6.35473, 1.13612, 0.10642)  -0.54
O (-6.24402, 0.50236, 1.27687)  -0.41
H (-7.34667, 1.07691, -0.42390)  0.03
H (-6.17560, 2.25583, 0.12750)  0.03
H (-5.64054, 0.80979, -0.71257)  0.02

Values from the calculation:
* molecular weight: 505.38 g mol⁻¹
* HOMO level: -2.69 eV
* E_LUMO: 0.07075 hartree
* largest force on an atom: 0.0215 Eh/bohr
* total energy: -1521.1143 Eh
* net charge: -1